1.
Here is a 2-piece molecular cluster, C37H36NO2 overall in a non-equilibrium geometry from the Open Molecules 2025 dataset. Energies are from ωB97M-V/def2-TZVPD.

XYZ file:
```
76
Properties=species:S:1:pos:R:3:lowdin_charge:R:1
C 2.97600 3.16075 -5.53793 -0.020
C 1.94958 2.96382 -4.46350 -0.221
C 0.63466 2.58827 -4.78100 -0.011
C -0.26142 2.24955 -3.78336 0.011
C 0.12069 2.30545 -2.40128 -0.201
C -0.67664 1.66221 -1.41372 0.095
C -0.70530 1.99124 -0.02858 -0.202
C 0.47081 2.00059 0.75545 -0.015
C 0.40151 2.22269 2.12003 0.003
C -0.85089 2.36541 2.72298 -0.215
O -0.96605 2.38418 4.11492 0.007
C -0.78784 3.63970 4.71681 -0.248
C -1.91412 4.24000 5.28368 -0.004
C -1.82442 5.57371 5.68221 -0.068
C -0.60980 6.26031 5.58295 -0.080
C 0.52105 5.61497 5.07187 -0.069
C 0.44674 4.28689 4.64391 -0.013
C -2.02420 2.44774 1.96380 0.046
C -1.94974 2.26303 0.60151 0.022
C 1.34769 2.96874 -2.11111 0.031
C 2.26538 3.20629 -3.12070 0.002
H 3.97819 3.24855 -5.10300 0.089
H 2.97900 2.32511 -6.24983 0.099
H 2.77900 4.07587 -6.11252 0.106
H 0.34766 2.53232 -5.83323 0.135
H -1.25953 1.89430 -4.04535 0.138
H -1.53695 1.10749 -1.80296 0.143
H 1.43478 1.80600 0.28315 0.123
H 1.30133 2.22111 2.73316 0.129
H -2.84027 3.66832 5.35154 0.124
H -2.71210 6.06561 6.08258 0.112
H -0.54514 7.30197 5.90318 0.109
H 1.47670 6.13721 5.00179 0.110
H 1.31292 3.76024 4.24013 0.108
H -2.96619 2.64940 2.46939 0.139
H -2.84881 2.32656 -0.01470 0.133
H 1.58057 3.24789 -1.08761 0.114
H 3.26415 3.57134 -2.87515 0.130
O -1.84807 -2.31697 -0.34035 -0.013
C -0.63218 -3.03849 -0.46989 -0.391
C -1.07213 -4.49504 -0.57063 -0.168
C -2.30099 -4.73634 -1.17653 -0.010
C -2.75543 -6.05471 -1.31238 -0.062
C -1.97672 -7.12026 -0.84505 -0.082
C -0.73463 -6.87152 -0.24954 -0.069
C -0.28037 -5.55427 -0.10570 -0.053
C 0.15613 -2.59621 -1.71038 -0.128
C 0.15377 -1.25852 -2.08180 -0.038
C 0.98726 -0.81843 -3.11234 -0.065
C 1.75518 -1.73179 -3.83852 -0.077
C 1.70460 -3.08808 -3.50387 -0.055
C 0.91398 -3.52174 -2.43223 0.003
C 0.28607 -2.74473 0.71390 -0.279
C -0.17827 -3.31738 2.06016 -0.113
C 0.37147 -2.32768 3.09031 -0.141
C 0.72121 -1.04886 2.30873 -0.191
N 0.36247 -1.30991 0.91713 -0.012
H -1.65559 -1.46454 0.09880 0.093
H -2.90992 -3.90004 -1.52582 0.122
H -3.72051 -6.22848 -1.79115 0.106
H -2.33604 -8.14718 -0.94449 0.105
H -0.10672 -7.69126 0.10892 0.107
H 0.68961 -5.34823 0.35951 0.114
H -0.50115 -0.56501 -1.55555 0.074
H 1.02894 0.24175 -3.34650 0.067
H 2.38005 -1.37598 -4.66041 0.104
H 2.28797 -3.81991 -4.06197 0.110
H 0.88325 -4.57543 -2.15343 0.117
H 1.29382 -3.15004 0.49283 0.163
H -1.27736 -3.35778 2.07649 0.133
H 0.19515 -4.33457 2.20285 0.108
H -0.35624 -2.12780 3.88159 0.111
H 1.27872 -2.73041 3.55756 0.111
H 0.15091 -0.19238 2.68346 0.085
H 1.78986 -0.79680 2.43542 0.119
H 0.94288 -0.81983 0.24136 0.104
```

**Maximum force**: 2.78 eV Å⁻¹
**E**: -1636.46380 a.u.
**Net charge**: +1
**HOMO energy**: -10.816 eV

2.
Here is a 5-piece molecular cluster, C7H20N4O11S overall in a non-equilibrium geometry from the Open Molecules 2025 dataset. Energies are from ωB97M-V/def2-TZVPD.

XYZ file:
```
43
Properties=species:S:1:pos:R:3:nbo_charge:R:1
C 13.47919 18.43286 -25.77265 -0.616
C 11.98693 18.66546 -25.65569 -0.074
O 11.53280 19.83334 -25.18526 -0.695
S 9.87498 20.14382 -25.24700 2.284
C 9.55231 19.36785 -23.46754 -0.802
O 9.59545 21.53411 -25.11773 -0.888
O 9.28123 19.43611 -26.36343 -0.930
H 13.66122 17.38393 -26.00653 0.221
H 13.98279 18.62806 -24.82587 0.215
H 13.89686 18.95963 -26.63065 0.211
H 11.53120 18.37077 -26.60097 0.190
H 11.70198 17.96877 -24.86732 0.148
H 9.62199 18.28787 -23.59749 0.228
H 8.56712 19.68792 -23.12833 0.247
H 10.39648 19.66408 -22.84487 0.259
C 4.48675 22.11727 -21.80211 -0.485
N 5.93671 22.58996 -21.69905 0.529
O 6.77507 22.10699 -22.45479 -0.382
O 6.17496 23.33136 -20.75561 -0.375
H 4.04297 22.76816 -22.55544 0.227
H 4.05015 22.20786 -20.80749 0.235
H 4.62918 21.11507 -22.20635 0.246
C 6.57123 18.50481 -25.50754 -0.481
N 5.67995 19.18606 -24.46703 0.548
O 5.15172 20.19419 -24.81385 -0.347
O 5.78040 18.77125 -23.29236 -0.437
H 6.71958 19.19754 -26.33592 0.251
H 6.01696 17.62322 -25.82956 0.235
H 7.53616 18.22309 -25.08606 0.234
C 3.67031 22.08505 -26.64472 -0.485
N 3.13439 20.78533 -27.00793 0.521
O 1.93573 20.65067 -27.01523 -0.352
O 3.95028 19.85062 -27.26579 -0.408
H 4.75327 21.96218 -26.65857 0.248
H 3.20526 22.37881 -25.70369 0.239
H 3.47692 22.74722 -27.48866 0.237
C 7.30951 18.09917 -19.88645 -0.500
N 8.78944 18.31993 -20.05436 0.538
O 9.27880 19.35453 -19.70847 -0.359
O 9.42207 17.49731 -20.66841 -0.394
H 6.94232 18.61310 -18.99812 0.229
H 7.25443 17.04787 -19.60389 0.230
H 6.69194 18.34678 -20.74982 0.258
```

**Maximum force**: 5.34 eV Å⁻¹
**E**: -1723.10753 a.u.
**Net charge**: 0
**HOMO energy**: -10.801 eV
**SMILES**: CCOS(C)(=O)=O.C[N+](=O)[O-].C[N+](=O)[O-].C[N+](=O)[O-].C[N+](=O)[O-]

3.
Here is one molecule with the formula C5H8N2O in a non-equilibrium geometry from the Open Molecules 2025 dataset. Energies are from ωB97M-V/def2-TZVPD.

XYZ file:
```
16
Properties=species:S:1:pos:R:3:nbo_charge:R:1
C 2.56647 -0.56274 -0.77552 -0.383
C 2.10549 0.26282 0.16917 -0.195
C 0.66030 0.40068 0.55185 -0.120
C -0.35000 1.18718 -0.16363 -0.224
N -0.39784 -0.21057 -0.32278 -0.259
N -1.47159 -0.86672 0.26213 -0.476
C -2.74678 -0.44444 0.00280 0.502
O -3.07467 0.50541 -0.69941 -0.605
H 3.60219 -0.82816 -0.81070 0.200
H 1.89063 -1.17862 -1.35623 0.208
H 2.78583 0.80029 0.84385 0.207
H 0.44574 0.33008 1.61322 0.205
H -0.12563 1.74914 -1.05668 0.215
H -1.00209 1.73515 0.51708 0.209
H -1.36711 -1.84131 0.60753 0.405
H -3.52095 -1.03818 0.61731 0.114
```

**Maximum force**: 2.24 eV Å⁻¹
**E**: -379.96698 a.u.
**Net charge**: 0
**HOMO energy**: -8.749 eV
**SMILES**: C=C[C@H]1CN1NC=O

4.
Here is one molecule with the formula C4H6O from the Open Molecules 2025 dataset. Energies are from ωB97M-V/def2-TZVPD.

XYZ file:
```
11
Properties=species:S:1:pos:R:3:nbo_charge:R:1
O 1.68640 -0.80512 -1.38135 -0.695
C 0.84820 0.17563 -0.81283 -0.103
C -0.37262 -0.44839 -0.19283 -0.220
C -1.06630 0.12416 0.85252 -0.393
C -1.36490 1.04103 1.73890 -0.214
H 2.01562 -1.35203 -0.65705 0.467
H 1.35400 0.78275 -0.04483 0.177
H 0.57491 0.85222 -1.63077 0.199
H -1.89657 -0.02512 0.04018 0.377
H -0.76352 -1.33753 -0.68387 0.220
H -1.01521 0.99240 2.77193 0.187
```

**Maximum force**: 0.40 eV Å⁻¹
**E**: -231.04138 a.u.
**Net charge**: 0
**HOMO energy**: -8.059 eV

Energy relative to the best compared isomer or geometry (same formula, charge and spin) per entry: 12.3; 40.5; 76.1; 114.4 kcal per mole